# 1
Computed, not measured: a 2-piece molecular cluster, C4H10O2 overall, with ωB97M-V/def2-TZVPD.

Calculated values
2S+1 = 1
HOMO level = -9.85 eV
lowest unoccupied orbital energy = 0.662 eV
Kohn-Sham gap = 10.5091 eV

CARTESIAN COORDINATES (ANGSTROEM)
C: 1.5174 -0.8220 -0.0459
C: 0.5275 0.1000 0.6913
O: 0.9500 1.4068 0.9675
C: -0.8643 0.3381 0.0839
C: -1.7688 -0.7316 -0.3959
O: -1.3481 1.4425 0.3194
H: 1.8902 -0.3761 -0.9698
H: 1.0661 -1.7937 -0.2987
H: 2.3820 -1.0294 0.5934
H: 0.2608 -0.3878 1.6425
H: 0.9312 1.5854 -0.7428
H: 0.5351 1.3346 -1.3452
H: -1.2937 -1.5436 -0.9435
H: -2.1804 -1.1224 0.5414
H: -2.5859 -0.2795 -0.9592
H: -0.0192 1.8787 0.8618



# 2
Computed, not measured: a 2-piece molecular cluster, C4H10O2 overall, with ωB97M-V/def2-TZVPD.

Calculated values
2S+1 = 1
HOMO level = -9.54 eV
lowest unoccupied orbital energy = 0.823 eV
Kohn-Sham gap = 10.3673 eV

CARTESIAN COORDINATES (ANGSTROEM)
C: -0.3186 -0.1897 1.3678
O: -0.9295 -0.3825 0.0466
C: -0.9302 -1.0989 2.4051
H: -0.4090 0.8708 1.5745
H: 0.7195 -0.4843 1.2178
H: -1.6673 -0.9610 0.2340
H: -1.7088 -0.6758 3.0341
H: -0.1200 -1.4560 3.0466
H: -1.2955 -2.0156 1.9467
O: 1.6233 2.5298 -1.8647
C: 0.9935 1.5536 -1.5311
C: 0.8984 0.3952 -2.4959
H: 0.2856 1.6558 -0.6991
H: 0.9128 -0.5699 -1.9883
H: 0.1073 0.4131 -3.2379
H: 1.8383 0.4153 -3.0561



# 3
Computed, not measured: one molecule with the formula C4H10O2, with ωB97M-V/def2-TZVPD.

Calculated values
2S+1 = 1
HOMO level = -8.79 eV
lowest unoccupied orbital energy = 0.871 eV
Kohn-Sham gap = 9.6634 eV

CARTESIAN COORDINATES (ANGSTROEM)
C: 2.3636 -0.8768 -0.2654
O: 1.5314 0.1168 0.3812
C: 0.0470 0.5949 -0.3956
C: -0.9202 0.4348 0.7245
C: -2.2546 0.4009 -0.1352
O: -0.5217 -0.6707 1.4145
H: 1.7500 -1.5685 -0.8505
H: 3.0794 -0.3712 -0.9168
H: 2.9357 -1.4773 0.4643
H: -0.0257 -0.2326 -1.0954
H: 0.0573 1.5918 -0.8579
H: -1.0187 1.3524 1.3500
H: -3.0225 0.1808 0.5961
H: -2.2766 -0.3849 -0.9063
H: -2.5093 1.3627 -0.6223
H: 0.7849 -0.4531 1.1149



# 4
Computed, not measured: a 2-piece molecular cluster, C4H10O2 overall, with ωB97M-V/def2-TZVPD.

Calculated values
2S+1 = 1
HOMO level = -8.75 eV
lowest unoccupied orbital energy = 0.495 eV
Kohn-Sham gap = 9.2418 eV

CARTESIAN COORDINATES (ANGSTROEM)
C: -1.6870 -0.7114 -0.2775
O: -0.5790 -0.1878 -1.1133
C: -2.2851 0.4677 0.4858
H: -1.3474 -1.5060 0.3931
H: -2.3927 -1.1249 -1.0111
H: 0.2913 -0.5991 -1.1891
H: -3.0942 0.1086 1.1536
H: -2.6677 1.1831 -0.2625
H: -1.5605 0.9669 1.1059
C: 2.2254 0.2842 0.9579
C: 2.0412 -0.2822 -0.2827
O: 2.0196 0.5938 -1.3377
H: 2.8530 -0.1631 1.7207
H: 1.4086 0.9455 1.2259
H: 2.2280 -1.3150 -0.5309
H: 2.5465 1.3395 -1.0382



# 5
Computed, not measured: one molecule with the formula C4H10O2, with ωB97M-V/def2-TZVPD.

Calculated values
2S+1 = 1
HOMO level = -10.11 eV
lowest unoccupied orbital energy = 1.012 eV
Kohn-Sham gap = 11.1233 eV

CARTESIAN COORDINATES (ANGSTROEM)
C: 1.8206 0.8891 0.2079
O: 0.4634 0.7072 0.5495
C: -0.2511 -0.1989 -0.2816
C: 0.0451 -1.6371 0.1395
C: -1.7185 0.2119 -0.1460
O: -1.8611 1.5912 -0.3836
H: 2.3920 -0.0533 0.2040
H: 1.9241 1.3679 -0.7787
H: 2.2555 1.5419 0.9711
H: 0.0518 -0.0429 -1.3288
H: 1.1277 -1.7456 0.2530
H: -0.3016 -2.3757 -0.5958
H: -0.4237 -1.8507 1.1097
H: -2.3394 -0.3240 -0.8742
H: -2.0723 -0.0640 0.8614
H: -1.1124 1.9829 0.0926



# 6
Computed, not measured: one molecule with the formula C4H10O2, with ωB97M-V/def2-TZVPD.

Calculated values
2S+1 = 1
HOMO level = -8.82 eV
lowest unoccupied orbital energy = 0.444 eV
Kohn-Sham gap = 9.2619 eV

CARTESIAN COORDINATES (ANGSTROEM)
C: -0.2862 1.5623 -0.5453
C: 0.3219 0.1365 -0.1560
C: 0.3098 -0.7541 -1.4150
O: 1.5193 0.1175 0.5011
C: -0.7017 -0.2073 0.8703
O: 0.1596 -1.4642 1.7519
H: -0.2001 2.2858 0.2760
H: 0.3424 1.8909 -1.3652
H: -1.3350 1.5751 -0.9094
H: -0.6681 -0.7569 -1.9128
H: 1.0588 -0.3791 -2.1232
H: 0.5814 -1.7862 -1.1680
H: 1.1091 -0.8857 1.3341
H: -0.7471 0.5424 1.6535
H: -1.6737 -0.5389 0.4845
H: 0.2096 -1.3380 2.7234



# 7
Computed, not measured: a 2-piece molecular cluster, C4H10O2S3 overall, with ωB97M-V/def2-TZVPD.

Calculated values
2S+1 = 1
HOMO level = -8.06 eV
lowest unoccupied orbital energy = -0.336 eV
Kohn-Sham gap = 7.7276 eV

CARTESIAN COORDINATES (ANGSTROEM)
C: 2.5252 -0.4011 -1.5914
C: 1.9083 -0.3519 -0.1410
C: 0.5686 -1.1461 0.0253
C: -1.8783 0.8683 0.2613
O: -0.4329 -0.5218 -0.8050
O: -0.6836 0.7882 -0.2954
S: -1.5303 0.2476 2.7041
S: -2.4039 2.5487 0.3355
S: -3.0799 -0.4118 -0.1577
H: 2.1007 0.4535 -1.9934
H: 3.5974 -0.2974 -1.3983
H: 2.2236 -1.2194 -2.0391
H: 1.8893 0.7234 0.1300
H: 2.4843 -0.8386 0.5654
H: 0.4809 -2.0912 -0.3710
H: 0.4529 -1.2065 1.1273
H: -0.2265 0.2862 3.0257
H: -3.7690 2.2742 0.4325
H: -4.2268 0.2956 0.1851



# 8
Computed, not measured: a 2-piece molecular cluster, C4H10O3 overall, with ωB97M-V/def2-TZVPD.

Calculated values
2S+1 = 1
HOMO level = 0.18 eV
charge = -2
lowest unoccupied orbital energy = 7.008 eV
Kohn-Sham gap = 6.8294 eV

CARTESIAN COORDINATES (ANGSTROEM)
C: -0.5501 -1.7961 2.4793
O: 0.3585 -2.1328 3.4035
C: 0.1817 -1.0925 1.0907
C: -0.5289 0.0184 0.3024
C: 0.4060 0.6315 -0.7962
O: -0.2572 1.6744 -1.6207
H: -1.3116 -2.5240 1.9622
H: -1.0949 -0.8638 2.7519
H: 0.4102 -2.0149 0.4309
H: 1.1876 -0.8450 1.5166
H: -1.5216 -0.3000 -0.1308
H: -0.7420 0.8359 0.9822
H: 0.7615 -0.1098 -1.4324
H: 1.3752 1.0275 -0.3670
H: 0.1953 1.9891 -2.6442
H: 0.2241 1.3746 -4.2246
O: 0.3317 2.3163 -3.9456



# 9
Computed, not measured: a 2-piece molecular cluster, C4H10OS overall, with ωB97M-V/def2-TZVPD.

Calculated values
2S+1 = 1
HOMO level = -8.35 eV
lowest unoccupied orbital energy = 0.391 eV
Kohn-Sham gap = 8.7418 eV

CARTESIAN COORDINATES (ANGSTROEM)
C: 0.4600 0.9757 -1.3249
C: 1.8734 1.0271 -0.7536
S: 2.4876 -0.7441 -0.6400
H: -0.2860 1.2992 -0.5843
H: 0.1461 -0.0016 -1.6945
H: 0.2090 1.7706 -2.0333
H: 2.5365 1.5904 -1.4218
H: 1.8482 1.1492 0.3242
H: 3.7703 -0.4475 -0.4527
C: -1.4837 -1.5590 0.6135
C: -2.1634 -1.0320 1.6446
O: -1.8664 0.1356 2.3091
H: -1.9365 -1.6404 -0.3736
H: -0.4362 -1.8068 0.6944
H: -3.0724 -1.5038 2.0642
H: -2.0866 0.7875 1.6286



# 10
Computed, not measured: a 2-piece molecular cluster, C4H10OS overall, with ωB97M-V/def2-TZVPD.

Calculated values
2S+1 = 1
HOMO level = -8.91 eV
lowest unoccupied orbital energy = 0.900 eV
Kohn-Sham gap = 9.8086 eV

CARTESIAN COORDINATES (ANGSTROEM)
C: -1.8319 1.1007 -1.7615
C: -0.5946 1.3899 -0.8811
S: 0.7786 0.4180 -1.5612
H: -1.6922 1.5798 -2.7252
H: -1.9669 0.0245 -1.9067
H: -2.6974 1.5651 -1.2824
H: -0.8013 1.0909 0.1407
H: -0.3460 2.4370 -0.9758
H: 1.8121 1.0540 -0.9957
O: 0.8362 0.1946 2.2946
C: 0.8989 -1.0050 2.3611
C: 1.2147 -1.9102 1.2082
H: 0.6282 -1.4864 3.3224
H: 0.2578 -2.0970 0.7191
H: 1.8856 -1.5008 0.4569
H: 1.6182 -2.8551 1.5866



# 11
Computed, not measured: one molecule with the formula C4H10OS, with ωB97M-V/def2-TZVPD.

Calculated values
2S+1 = 1
HOMO level = -9.33 eV
lowest unoccupied orbital energy = 0.863 eV
Kohn-Sham gap = 10.1975 eV

CARTESIAN COORDINATES (ANGSTROEM)
C: -0.6039 1.5229 1.0965
O: -1.6257 2.0659 0.1682
C: -0.2147 0.0921 0.7891
C: -0.2485 -0.4468 -0.6984
C: 1.1254 -0.9878 -1.2060
S: 1.5846 -2.6829 -0.5736
H: 0.0656 2.3459 1.2666
H: -1.2772 1.4404 1.9679
H: -1.5273 1.6861 -0.7064
H: -0.7948 -0.6921 1.3363
H: 0.8151 -0.0921 1.2313
H: -0.6140 0.3913 -1.4079
H: -1.0046 -1.2493 -0.7168
H: 1.1839 -0.9402 -2.2951
H: 1.8427 -0.1905 -0.9005
H: 1.2934 -2.2630 0.6489



# 12
Computed, not measured: one molecule with the formula C4H10OS, with ωB97M-V/def2-TZVPD.

Calculated values
2S+1 = 1
HOMO level = -8.64 eV
lowest unoccupied orbital energy = 0.862 eV
Kohn-Sham gap = 9.5024 eV

CARTESIAN COORDINATES (ANGSTROEM)
C: 2.6512 -0.1963 0.5466
C: 0.1234 0.7833 0.4233
C: -1.2603 0.9365 -0.3931
C: -2.3589 0.1377 0.3039
H: 3.6061 -0.9116 0.0148
H: 2.3666 -0.7847 1.4944
H: 3.0163 0.8323 0.7803
H: 0.6511 1.7027 0.7624
H: 0.1369 0.3456 1.1415
H: -0.9730 0.9913 -1.3417
H: -1.3809 2.1380 -0.4029
H: -3.1138 0.2663 -0.1320
H: -2.4280 0.3134 1.2408
H: -1.2658 -1.3737 0.2751
O: -2.1306 -1.2571 0.0338
S: 1.3435 -0.2144 -0.5867



# 13
Computed, not measured: a 2-piece molecular cluster, C4H10OS2 overall, with ωB97M-V/def2-TZVPD.

Calculated values
2S+1 = 1
HOMO level (spin up / spin down) = -8.86 / -8.70 eV
lowest unoccupied orbital energy (spin up / spin down) = -1.074 / 0.025 eV
Kohn-Sham gap (spin up / spin down) = 7.7888 / 8.7247 eV

CARTESIAN COORDINATES (ANGSTROEM)
C: 1.5581 -0.9083 0.3801
C: -0.5553 2.1190 1.2658
C: 1.0390 -0.4326 -0.9776
C: -0.2855 0.2144 -0.9066
O: -1.8046 -0.9011 1.0354
S: -2.9818 -0.5584 -1.7220
S: -1.5963 -0.8334 -0.3884
H: 1.4144 -0.0131 1.0155
H: 0.9742 -1.6807 0.8206
H: 2.5157 -1.3399 0.4211
H: -0.7661 1.6590 2.2809
H: 0.5300 2.2322 1.0962
H: -1.3295 2.3805 0.5137
H: 1.8412 0.3248 -1.3223
H: 0.9820 -1.4015 -1.4977
H: -0.6057 1.0690 -1.3945
H: -0.9299 -1.9300 -0.6202



# 14
Computed, not measured: one molecule with the formula C4H10OS2, with ωB97M-V/def2-TZVPD.

Calculated values
2S+1 = 1
HOMO level = -9.09 eV
lowest unoccupied orbital energy = -1.195 eV
Kohn-Sham gap = 7.8987 eV

CARTESIAN COORDINATES (ANGSTROEM)
C: 0.8795 -1.1537 -0.6292
C: -0.1603 -2.2782 -0.5390
O: -0.2604 -2.8446 0.7646
C: 0.8757 -0.1462 0.5021
S: -0.6758 0.3352 1.2805
S: -1.0339 1.6043 -0.7821
C: -1.0024 3.1647 -0.0128
H: 0.6513 -0.6772 -1.5846
H: 1.8707 -1.6146 -0.7791
H: 0.1056 -3.1857 -1.0947
H: -1.1345 -1.8351 -0.8590
H: -0.4329 -2.1032 1.3596
H: 1.4208 -0.5926 1.3530
H: 1.4735 0.6622 0.1190
H: -0.1337 3.1424 0.7202
H: -1.7167 3.4623 0.7589
H: -0.7264 4.0598 -0.5772



# 15
Computed, not measured: one molecule with the formula C4H10OSSi, with ωB97M-V/def2-TZVPD.

Calculated values
2S+1 = 1
HOMO level (spin up / spin down) = -6.59 / -6.78 eV
lowest unoccupied orbital energy (spin up / spin down) = -0.709 / -0.386 eV
Kohn-Sham gap (spin up / spin down) = 5.8836 / 6.3933 eV

CARTESIAN COORDINATES (ANGSTROEM)
C: 0.3419 -0.6661 -1.0740
C: -1.0974 -0.8418 -0.9597
C: 1.0538 2.0414 2.7498
C: 1.0212 -1.5788 -2.1382
O: -1.3905 0.7759 2.1515
Si: 0.1860 0.3614 2.2947
S: 1.1502 0.1332 0.1035
H: -1.3274 -1.6162 -0.3184
H: -1.5973 0.0999 -0.4972
H: -1.4224 -1.0603 -1.8745
H: 0.5780 2.3540 3.6790
H: 2.0711 2.0938 2.9889
H: 1.0267 2.6255 1.8547
H: 0.3847 -1.8638 -2.9082
H: 1.8696 -0.9562 -2.3741
H: 1.3561 -2.4175 -1.5998
H: -2.1960 0.3061 1.7900



# 16
Computed, not measured: one molecule with the formula C4H10OSi, with ωB97M-V/def2-TZVPD.

Calculated values
2S+1 = 1
HOMO level = -9.39 eV
lowest unoccupied orbital energy = 0.830 eV
Kohn-Sham gap = 10.2166 eV

CARTESIAN COORDINATES (ANGSTROEM)
C: 0.1534 0.3894 -1.2494
C: -1.0387 -0.1683 -2.0449
C: 0.2734 1.6045 1.1027
C: -0.0054 0.2024 0.2802
O: 1.1876 0.7935 -1.7666
Si: 0.9443 -1.2989 1.0109
H: -0.9289 -0.1346 -3.1253
H: -1.7790 0.6770 -1.8372
H: -1.2677 -1.1496 -1.6807
H: 1.2965 1.5518 1.3543
H: 0.0660 2.4797 0.4888
H: -0.3223 1.3886 2.0725
H: -1.0908 -0.0382 0.3985
H: 0.2847 -2.4001 0.3616
H: 0.8588 -0.9058 2.4938
H: 2.3972 -1.4189 0.5935



no.,electronic energy (a.u.)
1,-308.80622
2,-308.83852
3,-308.76862
4,-308.77099
5,-308.85982
6,-308.78858
7,-1503.22131
8,-383.99089
9,-631.68896
10,-631.80428
11,-631.77836
12,-631.62006
13,-1029.79992
14,-1029.95070
15,-921.26396
16,-523.08196